1.
# C32H64BIN4O22

A molecular structure, C32H64BIN4O22 in a non-equilibrium geometry (wB97M-V/def2-TZVPD, the OMol25 dataset).

Spin multiplicity: 1
E: -94006.51818 eV
Total charge: 0

Geometry as XYZ:
```
124
Properties=species:S:1:pos:R:3:forces:R:3:lowdin_charge:R:1
I 1.3332 -1.3218 -4.0653 -0.1 -0.3 0.3 0.9903
O 1.7056 -3.1376 8.1393 0.0 0.0 0.0 0.1244
O 8.0016 -1.8609 -7.7509 0.0 0.0 0.0 0.0303
O 7.4653 -1.2011 -5.7678 -0.1 0.0 0.0 0.0000
O -4.4305 1.4045 -3.4793 0.0 0.0 0.1 0.0098
O 0.0598 -3.1628 6.5867 -0.1 0.0 -0.1 0.0238
O -0.4069 -2.4705 8.5752 0.0 0.0 0.0 0.0025
O -8.4787 3.0731 -0.4920 0.0 0.0 0.0 0.1256
O -4.1837 1.5938 -5.7211 0.0 0.0 0.0 0.1309
O 0.2211 1.5889 -1.6346 0.3 0.2 0.0 -0.1755
O -2.0970 -1.7696 1.0966 0.1 0.2 -0.1 0.1098
O -5.7046 0.2286 -4.7585 0.0 0.0 0.0 -0.0048
O 2.5740 -1.3561 1.7632 0.6 0.6 0.6 0.1354
O 5.6384 0.6321 -2.3199 -0.6 0.0 -0.2 0.0316
O -0.5805 2.3389 3.5703 0.0 0.0 0.0 0.0272
O -3.8630 -2.4934 -0.1020 -0.1 0.1 0.1 0.0170
O -6.7298 4.3003 0.2538 0.0 0.0 0.0 0.0303
O -3.6222 -3.1983 1.9371 0.0 0.1 0.0 0.0468
O 9.4601 -2.2189 -6.0585 0.0 0.0 0.0 0.1252
O 6.7389 -0.8881 -1.0879 -0.4 -0.5 -0.1 0.0429
O -0.3175 1.9789 5.7903 0.0 0.0 0.0 0.1324
O 0.9244 0.9385 4.2188 0.1 0.0 -0.1 -0.0069
O -6.3317 2.4055 -0.6982 0.0 0.0 0.0 0.0004
N 2.4331 -1.6631 -2.3307 -0.1 1.1 -0.7 -0.3177
N 4.9528 -1.6867 1.3511 -0.4 -0.3 -0.5 0.1772
N 4.4011 -1.7246 -3.7580 0.0 -0.9 -0.3 0.1351
N 4.4348 -1.1566 -1.4876 -0.4 1.4 -0.6 0.1262
C -0.0213 -2.2417 9.9344 0.0 0.1 0.1 -0.0357
C 7.7281 -1.1179 -4.3567 -0.1 0.0 0.2 -0.0303
C -8.3132 4.8602 2.0380 0.0 -0.2 0.0 -0.0655
C -6.7928 1.1841 -1.2896 0.0 -0.2 -0.1 -0.0278
C 5.7867 -0.3934 -1.6693 1.6 0.5 0.4 -0.6960
C 2.1738 -0.5624 -1.3378 0.2 1.1 0.0 -0.3367
C -3.1052 -2.4211 0.9904 0.1 -0.1 0.0 -0.6119
C 0.9719 -3.7086 5.6165 0.2 -0.2 -0.2 -0.2098
C -6.1715 -0.1235 -6.0656 0.0 -0.1 0.0 -0.0338
C -1.6112 3.3058 3.8456 -0.2 0.1 0.0 -0.2073
C 8.8714 -4.0236 -8.5057 -0.1 0.0 0.1 -0.0673
C 2.2295 3.0094 -1.5989 0.0 -0.2 0.2 -0.0666
C -3.4402 -1.6122 -1.1473 0.0 0.0 -0.3 -0.0285
C -0.0245 1.7762 4.6422 0.0 0.0 0.0 -0.6123
C 3.4924 -0.5055 -0.5258 -0.3 -1.5 0.3 -0.0570
C -2.9038 -3.1430 3.1850 0.1 -0.1 0.4 -0.2047
C -3.1964 -1.8719 3.9510 -0.1 0.2 -0.1 -0.0553
C -3.4024 2.3886 -3.2635 0.3 0.2 0.1 -0.1998
C 8.9019 -2.5186 -8.6577 0.1 0.0 -0.2 -0.2133
C 1.6709 0.2902 5.2563 0.1 -0.2 0.0 -0.0215
C -1.0453 4.6230 4.3272 0.2 0.0 0.0 -0.0639
C 0.5667 -2.9472 7.7993 0.0 0.0 0.0 -0.6207
C 8.4140 -1.8013 -6.4817 0.0 0.0 0.0 -0.6154
C 0.8400 -0.4989 -0.6354 -0.3 -0.7 -0.3 -0.1294
C 1.2461 -5.1779 5.8529 -0.1 0.0 0.2 -0.0602
C 3.7945 -1.5113 -2.5585 0.0 -0.6 0.6 -0.4724
C -4.7171 1.1277 -4.7491 0.0 0.0 0.0 -0.6109
C 0.7144 2.9248 -1.6577 0.0 -0.1 -0.1 -0.2551
C -7.6437 5.2929 0.7525 -0.1 0.2 0.0 -0.2111
C 0.3656 0.9232 -0.3931 -0.6 -0.2 0.3 -0.2053
C -3.8866 3.7960 -3.5311 -0.2 -0.1 -0.1 -0.0519
C -7.2986 3.2430 -0.3274 0.0 0.0 0.0 -0.6145
B 3.6576 -1.2105 0.9194 0.0 -0.1 0.1 -0.5239
H 0.9798 1.4771 0.3253 0.2 0.0 -0.2 0.1265
H 6.9270 -0.5223 -3.9354 0.0 0.1 -0.1 0.0565
H 0.0968 -0.9313 -1.3135 0.0 0.0 0.0 0.0849
H 2.6838 2.5088 -2.4542 0.0 0.1 -0.1 0.0819
H -7.3152 0.5762 -0.5524 -0.1 0.1 0.0 0.1016
H -4.0386 -1.8605 -2.0189 0.0 0.0 0.0 0.0967
H -5.3489 -0.4643 -6.6902 0.0 0.0 0.0 0.0956
H 4.9676 -2.5395 -3.9095 0.3 0.1 0.1 0.1185
H 9.2328 -4.3240 -7.5238 0.0 0.0 0.0 0.0739
H -7.4480 1.3859 -2.1341 0.0 0.0 0.0 0.1000
H -0.8737 -1.7629 10.4061 0.0 0.0 0.0 0.0933
H -1.8495 5.3492 4.4461 0.0 0.0 0.0 0.0813
H 3.7982 0.5406 -0.4413 0.1 0.0 0.0 0.1461
H -1.8379 -3.2583 2.9904 0.0 0.1 -0.1 0.1153
H -6.6603 0.7286 -6.5345 0.0 0.0 0.0 0.0993
H -3.1308 2.2825 -2.2146 -0.1 -0.1 0.0 0.1210
H 8.5531 -2.2265 -9.6465 -0.1 0.0 0.0 0.1209
H -2.3179 2.8853 4.5606 0.1 0.0 0.1 0.1245
H -2.1248 3.4324 2.8945 0.0 -0.1 0.0 0.1215
H -8.9330 5.6699 2.4234 0.0 0.0 0.0 0.0807
H 8.6847 -0.6428 -4.1579 0.0 0.0 -0.1 0.1055
H 2.5584 4.0477 -1.5681 0.0 0.0 -0.1 0.0839
H 5.5060 -2.0773 0.5939 0.2 0.4 -0.1 0.0572
H 1.7609 -5.3327 6.7994 0.0 0.0 0.0 0.0750
H -7.5645 4.6055 2.7891 0.0 0.1 0.0 0.0811
H 2.1301 -0.5369 2.0114 -0.4 -0.2 -0.3 0.0917
H 2.2882 1.0060 5.7960 -0.1 0.1 0.0 0.1029
H 7.8536 -4.3968 -8.6267 0.0 0.0 -0.1 0.0803
H -2.3844 -1.7567 -1.3665 0.0 0.0 0.0 0.0859
H -2.6892 -1.8873 4.9163 0.0 -0.1 0.0 0.0793
H -4.2691 -1.7664 4.1179 0.0 -0.1 0.1 0.0834
H 7.7135 -2.1143 -3.9157 0.1 0.0 0.0 0.1006
H -3.2414 -4.0108 3.7479 -0.1 0.0 -0.1 0.1242
H 0.8490 -1.5911 9.9844 0.0 0.0 0.0 0.0957
H 0.1970 -3.1861 10.4300 0.0 0.0 0.0 0.0985
H -8.9455 3.9892 1.8753 0.0 0.0 0.0 0.0747
H 1.0157 -0.2311 5.9510 -0.1 0.1 0.0 0.0923
H 9.5047 -4.4859 -9.2632 0.0 0.0 0.0 0.0797
H -3.1045 4.5110 -3.2753 0.0 0.0 0.0 0.0811
H 9.9077 -2.1223 -8.5202 0.0 0.0 0.1 0.1234
H -4.7701 4.0103 -2.9280 0.1 0.0 0.1 0.0775
H -2.5271 2.1384 -3.8628 -0.1 0.0 -0.1 0.1239
H -0.3256 5.0140 3.6068 0.0 0.0 0.0 0.0814
H 2.6188 2.5301 -0.6975 0.0 0.1 0.0 0.0620
H -4.1474 3.9288 -4.5800 0.1 0.0 0.0 0.0770
H 5.5248 -0.9600 1.7675 0.0 -0.2 0.4 0.0908
H 1.8938 -3.1275 5.6054 0.0 0.0 0.1 0.1200
H 0.2620 3.4930 -0.8377 0.0 0.1 0.0 0.1193
H -2.8529 -0.9972 3.4002 0.1 0.0 0.0 0.0705
H -6.8870 -0.9264 -5.9173 0.0 0.0 0.0 0.0934
H 0.3767 3.3301 -2.6115 -0.1 0.1 0.1 0.1177
H 4.4091 -1.0142 -4.4693 -0.1 0.1 0.1 0.0977
H 0.7817 -1.0838 0.2790 0.1 0.0 0.0 0.1117
H -7.0243 6.1721 0.9197 0.1 0.0 0.0 0.1211
H -3.6177 -0.5736 -0.8696 0.0 0.0 0.1 0.0935
H 2.3058 -0.4278 4.7437 0.0 0.0 0.0 0.0874
H 0.3108 -5.7389 5.8770 0.0 0.0 -0.1 0.0826
H -8.3742 5.5325 -0.0199 0.0 -0.1 0.0 0.1236
H 1.8707 -5.5714 5.0510 0.0 0.0 0.0 0.0833
H -0.5419 4.5062 5.2853 0.0 0.0 0.0 0.0750
H 0.4722 -3.5722 4.6591 -0.1 0.1 0.0 0.1159
H -0.6236 0.8315 0.0693 0.0 0.1 0.1 0.1268
H 2.1886 0.3405 -1.9575 0.0 0.0 0.0 0.0877
H -5.9045 0.6701 -1.6382 0.0 0.0 0.0 0.0695
```
Positions in Å, forces in eV/Å.

---

2.
# C32H64O19

8 unconnected molecules or ions with the total composition C32H64O19 in a non-equilibrium geometry (wB97M-V/def2-TZVPD, the OMol25 dataset).

Spin multiplicity: 1
Total charge: 0
ΔE to the lowest compared entry with this formula, charge and spin: 41.47 kcal per mole

Geometry as XYZ:
```
115
Properties=species:S:1:pos:R:3:forces:R:3:lowdin_charge:R:1
O 6.7422 -1.7462 1.2369 -1.4 -0.5 -0.3 -0.0061
O 0.8486 0.8012 -0.2616 -0.1 0.1 -0.4 -0.0147
O 3.0003 7.0743 -0.7407 -1.1 3.5 2.0 0.0373
O -1.2600 -4.9340 0.4571 0.4 0.5 1.3 -0.0197
O 0.3669 2.6972 0.9217 -0.5 -1.1 -1.1 0.0745
O -0.9643 -1.7919 -11.6476 -2.5 -1.3 2.4 0.0321
O 3.0618 6.4775 1.4654 0.1 1.0 -2.4 -0.0579
O -4.6285 6.9448 1.7853 0.5 -0.6 1.0 -0.0285
O -2.9436 -5.8459 1.3525 -1.1 -2.3 -0.6 0.0590
O 2.2683 8.5984 0.8587 2.2 -4.1 -1.8 0.0867
O 4.9572 -3.2708 1.5169 2.5 1.4 -1.1 0.0993
O -2.3715 -2.9653 -10.2525 -0.7 -0.9 0.5 -0.0048
O -1.5938 -8.2687 -4.4401 1.6 0.8 0.9 0.0890
O -1.2443 5.8233 8.6812 0.5 -1.1 -2.3 -0.0516
O -2.2776 3.7846 9.0672 1.3 2.6 -1.4 0.0552
O 6.9037 -3.7173 0.4075 0.0 0.2 -0.6 0.0251
O -2.3657 -3.9114 2.2267 0.9 0.4 0.1 0.1359
O 0.4529 -7.4765 -3.6232 -1.0 1.0 -0.4 -0.0609
O -4.1724 5.8142 3.8272 -1.2 1.1 -2.8 0.0700
C 0.5770 1.4775 -1.5134 -0.7 -1.9 -0.3 -0.1965
C -1.6963 -1.9068 -10.6238 3.8 2.2 -3.8 -0.5133
C 3.4929 5.8924 -1.1930 0.7 -2.6 -2.0 -0.2612
C -0.8548 6.0404 11.0608 -1.4 0.9 -0.1 -0.0472
C -0.8231 -7.3563 -4.1861 -0.1 -2.5 -1.1 -0.4984
C -2.5388 -4.1582 -11.0882 0.7 0.5 -1.4 -0.1709
C 7.5038 -5.5946 1.7057 0.6 -0.4 1.4 -0.0766
C 1.0879 0.5800 -2.6638 0.2 1.7 0.8 -0.0588
C -4.4720 6.1121 -0.5417 -0.1 0.5 0.9 -0.0662
C 6.1660 -0.7836 2.1137 -0.1 0.8 1.3 -0.0667
C -4.0667 -5.9912 2.1926 -0.6 0.7 2.2 -0.2082
C 6.7925 -5.1450 0.5020 -1.1 -0.3 -0.7 -0.2287
C -3.7647 -6.8509 3.4167 0.2 -2.0 -0.9 -0.0643
C -1.6870 -0.7121 -9.6872 -1.8 -1.3 1.4 0.0076
C -4.6633 8.0609 3.8559 -2.2 2.0 -0.4 -0.0063
C -1.7106 6.4978 9.8176 0.2 -1.6 1.1 -0.2013
C 2.5622 6.5478 2.7893 -0.3 0.8 0.5 -0.0657
C -3.8288 -4.0253 -11.9306 0.1 -0.7 0.8 -0.0562
C -4.5401 6.7992 3.1660 2.8 -3.0 0.7 -0.4998
C -0.8754 4.0266 7.0962 -0.6 1.6 0.4 0.0224
C 0.5845 1.4997 0.8324 1.9 1.0 2.0 -0.5448
C 0.1714 -8.7792 -1.5412 0.5 1.1 -0.5 -0.0542
C -0.3755 -3.8114 0.2417 0.4 -0.6 -0.6 -0.0400
C 0.9512 -8.6219 -2.9221 -2.3 -1.0 1.2 -0.1825
C -1.1685 -5.9391 -4.4506 1.4 0.7 0.8 0.0138
C -4.2915 5.8058 0.9478 -0.7 -1.3 0.2 -0.2202
C 3.2995 5.8687 -2.7209 -0.1 -0.4 -0.3 -0.0640
C 2.7765 7.4991 0.5235 -1.8 0.8 2.8 -0.4250
C 0.8715 0.7141 2.1168 -0.7 -0.1 -0.6 0.0221
C 6.0550 -2.9290 1.0626 -0.8 -0.6 1.7 -0.5289
C -2.1846 -4.8197 1.4643 0.9 1.7 -1.0 -0.6201
C -1.5935 4.5510 8.3642 -0.7 -2.8 1.5 -0.4625
H -2.4417 -5.0495 -10.4683 -0.9 0.4 0.6 0.1183
H -1.4918 6.2723 11.9143 0.3 0.6 0.4 0.0668
H -3.7286 8.5183 4.1805 -0.1 -0.2 -0.2 0.1049
H 2.8133 7.4879 3.2803 0.1 0.1 -0.2 0.0901
H 5.1429 -0.4440 1.9523 -0.2 -0.8 -0.5 0.0901
H -4.9586 5.0110 1.2814 -0.1 -0.1 -0.2 0.1165
H -0.2297 -5.3873 -4.4980 -0.1 0.2 0.2 0.0833
H -4.3214 5.2555 -1.1987 0.2 -0.2 0.4 0.0756
H 1.4406 -0.2098 2.0140 0.1 0.2 -0.3 0.0757
H -4.5905 -6.8302 4.1278 0.1 0.2 0.0 0.0810
H -0.1147 0.4037 2.4621 0.0 0.1 0.5 0.0862
H 3.0246 5.0093 -0.7584 0.0 0.2 0.4 0.1244
H -1.6267 -5.7601 -3.4779 -0.4 1.0 -0.1 0.0985
H -1.7543 0.2914 -10.1072 0.6 -0.5 -0.4 0.0900
H 0.7762 -9.5155 -3.5212 0.1 0.0 -0.1 0.1099
H -4.9204 -6.2523 1.5672 0.3 -0.6 0.1 0.1313
H 0.2857 -7.8479 -0.9866 0.5 0.1 0.1 0.0605
H -0.7244 4.9712 11.2274 0.0 -0.1 -1.0 0.0727
H 0.5129 -9.5854 -0.8919 0.2 -0.1 -0.3 0.0676
H 1.3467 1.4069 2.8113 -0.2 -0.2 0.0 0.0842
H 1.4761 6.4601 2.8173 0.0 -0.1 -0.2 0.0965
H -3.3004 5.3920 1.1334 0.2 0.6 0.3 0.1209
H 7.4907 -6.6783 1.8216 0.2 -0.1 -0.3 0.0864
H 1.0253 2.4706 -1.4844 -0.4 0.0 -0.2 0.1193
H 8.5234 -5.2093 1.7169 0.1 -0.2 0.0 0.0895
H -2.5778 -0.8283 -9.0699 -0.2 0.2 0.2 0.0725
H 6.2706 -1.0991 3.1518 -0.3 -0.5 0.0 0.0942
H 5.7590 -5.4911 0.5212 -0.2 0.5 0.1 0.1227
H -0.2406 3.1666 7.3094 0.1 0.4 0.3 0.0848
H 4.5760 5.7777 -1.1501 0.1 0.4 1.0 0.1249
H 0.2331 -3.4612 1.0754 -1.1 0.3 0.7 0.0945
H -4.3722 -5.1011 2.7426 0.4 0.9 -1.0 0.1143
H -1.5489 3.7196 6.2961 -0.4 0.0 0.4 0.0824
H -0.3703 4.9241 6.7389 0.6 -0.5 -0.3 0.0724
H 3.9725 5.1341 -3.1632 0.5 0.1 0.2 0.0711
H -0.5087 1.3973 -1.5678 -0.1 1.2 -0.1 0.1252
H -2.7621 6.2311 9.9233 0.0 0.0 0.4 0.1160
H -1.7568 -5.6188 -5.3105 -0.3 -0.9 0.3 0.0939
H -0.9543 -3.0848 -0.3284 0.4 0.4 0.5 0.0975
H 0.5613 -0.3707 -2.7463 0.3 0.0 0.3 0.0764
H -3.7762 -3.4878 -12.8774 0.5 0.4 0.4 0.0780
H -3.7335 6.8740 -0.7910 -0.3 0.1 -0.3 0.0762
H 0.4591 -4.1580 -0.3677 -0.5 -0.5 -0.6 0.0837
H -5.4939 6.4421 -0.7284 0.1 0.3 0.0 0.0744
H 0.1087 6.5472 11.1157 -0.2 0.0 0.0 0.0692
H -2.8025 -6.6792 3.8991 -0.2 0.9 0.0 0.0844
H -4.1949 -5.0116 -12.2157 0.1 -0.2 0.2 0.0706
H 7.1988 -5.5842 -0.4091 0.3 0.5 0.0 0.1262
H 3.5409 6.8493 -3.1310 -0.1 -0.1 0.0 0.0820
H -5.3753 7.9904 4.6782 0.4 -0.3 0.3 0.0960
H -3.6250 -7.8902 3.1191 -0.3 -0.3 -0.1 0.0685
H 3.0063 5.7443 3.3770 0.1 -0.1 -0.4 0.0911
H -0.8961 -0.8640 -8.9526 0.4 0.3 -0.3 0.0882
H 7.0134 -5.2478 2.6153 -0.1 0.3 0.0 0.0855
H -4.5883 -3.6014 -11.2737 -0.1 0.2 -0.2 0.0759
H 2.0205 -8.4884 -2.7581 -0.2 0.3 -0.1 0.1141
H 2.1654 0.5442 -2.5033 0.0 -0.7 -0.4 0.0772
H 2.3514 5.5136 -3.1247 -0.5 0.5 0.5 0.0692
H -1.6654 7.5509 9.5397 0.3 0.0 0.5 0.1211
H 0.8894 1.1645 -3.5622 0.1 -0.2 -0.2 0.0738
H -1.6622 -4.3194 -11.7157 0.1 0.7 -0.3 0.1121
H -5.2178 8.6565 3.1308 0.5 1.0 0.2 0.0866
H 6.7211 0.1539 2.1466 0.6 -0.3 -0.9 0.0881
H -0.9168 -8.8107 -1.5944 0.0 -0.5 -0.8 0.0678
```
Positions in Å, forces in eV/Å.

---

Q: Number 1 is which compound?
A: C32H64BIN4O22

---

Q: What is the spin multiplicity in the first record?
A: 1